[1]
# C8H30N8O7

A 7-piece molecular cluster, C8H30N8O7 overall at a distorted geometry (the ωB97M-V functional and the def2-TZVPD basis, the OMol25 dataset).

Properties
energy above the lowest of the compared OMol25 structures with the same formula, charge and spin	5.013	eV
2S+1	1
HOMO	-8.08	eV
frontier orbital gap	7.9	eV

CARTESIAN COORDINATES (ANGSTROEM)
N (0.64, -0.92, -0.37)
C (-0.47, -1.09, -1.07)
N (-0.67, -0.24, -2.03)
O (-1.39, -2.02, -0.78)
H (1.02, -1.77, 0.15)
H (1.42, -0.34, -0.58)
H (-1.61, -0.21, -2.47)
H (0.07, 0.41, -2.38)
N (2.37, -1.67, 3.31)
C (1.37, -0.88, 3.23)
N (1.64, 0.27, 2.71)
O (0.09, -1.41, 3.53)
H (2.22, -2.59, 3.88)
H (3.34, -1.33, 3.22)
H (0.76, 0.73, 2.49)
H (2.54, 0.59, 2.48)
N (-2.93, 0.00, -3.59)
C (-3.62, -0.74, -2.77)
N (-3.41, -2.00, -3.08)
O (-4.49, -0.21, -1.91)
H (-3.02, 0.99, -3.26)
H (-2.29, -0.28, -4.32)
H (-3.90, -2.75, -2.50)
H (-2.48, -2.23, -3.52)
N (-0.84, -3.24, 1.58)
C (-0.72, -4.54, 1.43)
N (-0.33, -5.12, 2.54)
O (-1.01, -5.27, 0.31)
H (-1.21, -2.64, 0.81)
H (-0.60, -2.70, 2.43)
H (-0.42, -6.17, 2.50)
H (0.27, -4.64, 3.21)
C (2.41, 3.10, 0.44)
C (2.68, 4.66, 0.62)
O (3.82, 5.06, -0.16)
H (2.98, 2.60, 1.22)
H (2.60, 2.70, -0.57)
H (1.40, 2.79, 0.69)
H (2.84, 4.94, 1.68)
H (1.75, 5.17, 0.38)
H (4.62, 4.84, 0.25)
C (0.24, 2.62, -2.29)
O (1.30, 1.74, -2.51)
H (-0.42, 2.26, -1.52)
H (-0.30, 2.69, -3.25)
H (0.46, 3.60, -1.97)
H (1.91, 2.04, -3.14)
C (-2.10, 0.49, 0.92)
O (-0.88, 1.09, 0.83)
H (-2.07, -0.48, 1.34)
H (-2.56, 0.47, -0.05)
H (-2.72, 1.13, 1.57)
H (-0.30, 0.48, 0.35)

These are the natural (NBO) partial charges, in e, on atoms 1 to 4: -0.861 0.756 -0.855 -0.716


[2]
# C8H32B2O8SSr

C8H32B2O8SSr as an isolated structure at a distorted geometry (the ωB97M-V functional and the def2-TZVPD basis, the OMol25 dataset).

Properties
net charge	-2
energy above the lowest of the compared OMol25 structures with the same formula, charge and spin	1.491	eV
2S+1	1
HOMO	-0.20	eV
frontier orbital gap	3.9	eV

CARTESIAN COORDINATES (ANGSTROEM)
Sr (-0.06, -0.39, 0.51)
B (0.87, -2.74, -0.58)
H (0.91, -2.76, 0.62)
H (1.04, -3.87, -1.01)
H (-0.23, -2.39, -0.86)
H (1.71, -2.01, -0.99)
B (-0.29, -0.26, 3.23)
H (-0.16, -1.37, 2.84)
H (-1.26, 0.24, 2.75)
H (-0.33, -0.17, 4.45)
H (0.65, 0.30, 2.77)
S (3.46, -1.13, 1.68)
O (4.70, -0.41, 1.32)
O (3.59, -2.55, 1.31)
O (3.09, -0.97, 3.09)
O (2.33, -0.53, 0.82)
C (-0.16, 3.89, 2.15)
C (0.23, 3.03, 0.98)
O (-0.79, 2.05, 0.72)
H (-0.56, 3.36, 3.02)
H (-1.00, 4.56, 1.85)
H (0.64, 4.57, 2.45)
H (1.12, 2.44, 1.23)
H (0.44, 3.65, 0.12)
H (-1.59, 2.55, 0.54)
C (-0.83, -1.50, -3.40)
C (-1.65, -0.29, -3.03)
O (-1.54, 0.08, -1.65)
H (-1.12, -1.75, -4.43)
H (-1.07, -2.33, -2.74)
H (0.24, -1.33, -3.34)
H (-2.71, -0.52, -3.21)
H (-1.44, 0.56, -3.70)
H (-1.99, 0.92, -1.53)
C (3.05, 1.78, -2.82)
C (1.94, 0.84, -2.38)
O (1.60, 1.02, -1.02)
H (4.02, 1.41, -2.49)
H (2.89, 2.79, -2.43)
H (3.04, 1.87, -3.91)
H (2.17, -0.19, -2.62)
H (1.02, 1.08, -2.93)
H (2.27, 0.53, -0.46)
C (-3.72, -0.73, 1.52)
C (-2.99, -2.04, 1.70)
O (-1.95, -2.14, 0.72)
H (-3.85, -0.22, 2.47)
H (-4.67, -0.85, 1.00)
H (-3.15, -0.05, 0.86)
H (-3.67, -2.89, 1.57)
H (-2.54, -2.10, 2.69)
H (-1.69, -3.05, 0.55)

These are the natural (NBO) partial charges, in e, on atoms 1 to 4: 1.813 -0.774 -0.010 -0.038


[3]
# C8H32ClO12

A 9-piece molecular cluster, C8H32ClO12 overall at a distorted geometry (the ωB97M-V functional and the def2-TZVPD basis, the OMol25 dataset).

Properties
energy above the lowest of the compared OMol25 structures with the same formula, charge and spin	0.007	eV
2S+1	2
HOMO (spin up / spin down)	-10.33 / -10.09	eV
expectation value of S²	0.7591
frontier orbital gap (spin up / spin down)	10.5 / 3.3	eV

CARTESIAN COORDINATES (ANGSTROEM)
Cl (0.41, -0.19, -0.35)
O (1.82, -0.47, -0.59)
O (-0.45, -1.20, -0.89)
O (0.14, -0.27, 1.06)
O (0.04, 1.00, -1.03)
C (-3.61, -1.02, 0.22)
O (-3.03, -0.18, 1.20)
H (-3.33, -0.85, -0.82)
H (-3.31, -2.06, 0.37)
H (-4.69, -1.01, 0.30)
H (-2.10, 0.00, 1.06)
C (3.10, 1.36, 2.26)
O (2.53, 0.30, 3.03)
H (3.95, 0.97, 1.70)
H (2.44, 1.86, 1.56)
H (3.48, 2.04, 3.02)
H (2.12, -0.20, 2.33)
C (-1.97, 3.09, 2.07)
O (-0.57, 2.80, 2.12)
H (-2.26, 3.39, 3.07)
H (-2.26, 3.94, 1.45)
H (-2.52, 2.18, 1.82)
H (-0.23, 2.91, 1.23)
C (-1.15, -0.86, 4.64)
O (0.14, -0.62, 4.22)
H (-1.81, -1.12, 3.81)
H (-1.05, -1.71, 5.31)
H (-1.56, -0.03, 5.22)
H (0.04, -0.04, 3.46)
C (-0.02, 4.62, -0.21)
O (1.14, 3.88, -0.15)
H (-0.37, 5.12, 0.69)
H (-0.04, 5.43, -0.93)
H (-0.83, 3.93, -0.45)
H (1.11, 3.21, -0.84)
C (1.72, -3.11, -2.95)
O (2.69, -2.82, -1.98)
H (2.04, -4.02, -3.46)
H (0.71, -3.20, -2.55)
H (1.66, -2.40, -3.78)
H (2.42, -2.10, -1.41)
C (3.47, 0.61, -3.53)
O (3.50, 0.41, -4.95)
H (3.88, 1.56, -3.20)
H (2.46, 0.56, -3.12)
H (4.03, -0.15, -2.98)
H (2.80, -0.23, -5.10)
C (-2.74, -3.98, -1.70)
O (-2.66, -5.24, -2.34)
H (-3.74, -3.61, -1.90)
H (-2.65, -4.15, -0.62)
H (-2.02, -3.27, -2.11)
H (-2.90, -5.05, -3.25)

These are the natural (NBO) partial charges, in e, on atoms 1 to 4: 2.501 -0.776 -0.584 -0.646


[4]
# C8H32F2N17O12S2

A 9-piece molecular cluster, C8H32F2N17O12S2 overall at a distorted geometry (the ωB97M-V functional and the def2-TZVPD basis, the OMol25 dataset).

Properties
net charge	-1
energy above the lowest of the compared OMol25 structures with the same formula, charge and spin	1.846	eV
2S+1	1
HOMO	-7.16	eV
frontier orbital gap	8.7	eV

CARTESIAN COORDINATES (ANGSTROEM)
N (-19.21, -19.50, -4.92)
S (-20.13, -20.50, -4.20)
O (-21.40, -20.82, -4.87)
O (-20.13, -20.51, -2.75)
F (-19.27, -21.76, -4.57)
S (-20.26, -18.17, -4.58)
O (-19.88, -17.56, -3.32)
O (-21.65, -18.09, -4.95)
F (-19.51, -17.18, -5.60)
C (-25.06, -17.58, -3.86)
O (-25.17, -16.47, -4.38)
N (-25.91, -17.94, -2.88)
N (-24.18, -18.55, -4.14)
H (-26.74, -17.40, -2.73)
H (-25.77, -18.85, -2.47)
H (-24.22, -19.46, -3.73)
H (-23.36, -18.24, -4.65)
C (-22.46, -16.24, -1.09)
O (-21.53, -15.52, -1.44)
N (-23.55, -15.70, -0.51)
N (-22.39, -17.57, -1.01)
H (-23.59, -14.70, -0.42)
H (-24.31, -16.31, -0.27)
H (-23.10, -18.16, -0.62)
H (-21.54, -17.98, -1.37)
C (-16.84, -20.45, -7.27)
O (-16.01, -20.94, -8.01)
N (-16.94, -20.61, -5.93)
N (-17.70, -19.47, -7.68)
H (-16.43, -21.31, -5.42)
H (-17.81, -20.19, -5.60)
H (-17.89, -19.33, -8.66)
H (-18.43, -19.17, -7.06)
C (-19.99, -14.61, -8.49)
O (-18.95, -15.13, -8.83)
N (-20.29, -14.27, -7.20)
N (-21.04, -14.14, -9.23)
H (-21.15, -13.83, -6.93)
H (-19.47, -14.45, -6.63)
H (-21.24, -14.46, -10.16)
H (-21.76, -13.59, -8.80)
C (-22.11, -13.61, -4.46)
O (-22.27, -12.82, -5.37)
N (-22.00, -14.97, -4.53)
N (-22.23, -13.28, -3.12)
H (-22.49, -15.35, -3.73)
H (-22.17, -15.42, -5.42)
H (-22.27, -12.28, -2.98)
H (-21.70, -13.73, -2.39)
C (-17.96, -14.10, -2.94)
O (-16.84, -13.61, -3.06)
N (-18.49, -14.92, -3.84)
N (-18.76, -13.83, -1.92)
H (-17.89, -15.14, -4.62)
H (-19.48, -15.06, -3.93)
H (-18.52, -12.94, -1.51)
H (-19.57, -14.37, -1.66)
C (-23.25, -21.65, -7.75)
O (-23.94, -22.16, -8.65)
N (-23.82, -21.05, -6.72)
N (-21.90, -21.70, -7.64)
H (-24.77, -20.72, -6.72)
H (-23.17, -20.64, -6.06)
H (-21.51, -21.45, -6.74)
H (-21.39, -22.25, -8.31)
C (-16.36, -18.49, -2.74)
O (-15.43, -18.47, -1.95)
N (-17.24, -19.47, -2.98)
N (-16.55, -17.51, -3.65)
H (-18.03, -19.47, -3.64)
H (-17.12, -20.40, -2.62)
H (-17.31, -17.56, -4.31)
H (-16.12, -16.60, -3.55)

These are the Löwdin partial charges, in e, on atoms 1 to 4: -0.305 0.452 -0.315 -0.246


[5]
# C8H32F2N17O12S2

A 9-piece molecular cluster, C8H32F2N17O12S2 overall at a distorted geometry (the ωB97M-V functional and the def2-TZVPD basis, the OMol25 dataset).

Properties
net charge	-1
energy above the lowest of the compared OMol25 structures with the same formula, charge and spin	7.367	eV
2S+1	1
HOMO	-7.47	eV
frontier orbital gap	9.1	eV

CARTESIAN COORDINATES (ANGSTROEM)
N (0.84, 0.76, 1.14)
S (2.02, 0.04, 0.42)
O (3.18, 0.74, -0.25)
O (1.51, -1.24, -0.15)
F (2.78, -0.41, 1.73)
S (0.42, 1.56, -0.24)
O (0.09, 0.80, -1.44)
O (0.93, 2.88, -0.42)
F (-1.04, 1.78, 0.32)
C (-4.44, -0.97, 2.60)
O (-5.42, -1.68, 2.95)
N (-3.23, -1.41, 2.17)
N (-4.31, 0.34, 2.78)
H (-3.07, -2.37, 2.44)
H (-2.43, -0.81, 2.01)
H (-5.13, 0.80, 3.15)
H (-3.59, 0.97, 2.47)
C (0.25, 2.72, 5.64)
O (-0.05, 3.39, 6.61)
N (-0.69, 2.70, 4.71)
N (1.32, 2.00, 5.26)
H (-0.51, 1.96, 4.06)
H (-1.48, 2.70, 5.35)
H (2.18, 1.90, 5.78)
H (1.07, 1.57, 4.38)
C (-0.26, 6.77, -3.32)
O (-0.69, 7.30, -4.35)
N (-0.61, 7.17, -2.18)
N (0.63, 5.86, -3.29)
H (-1.27, 7.93, -2.12)
H (-0.28, 6.70, -1.35)
H (0.90, 5.51, -4.20)
H (0.51, 5.21, -2.53)
C (0.91, -5.86, -3.93)
O (-0.04, -5.36, -4.52)
N (1.59, -6.80, -4.51)
N (1.33, -5.76, -2.72)
H (1.40, -7.00, -5.48)
H (2.22, -7.48, -4.10)
H (2.00, -6.36, -2.27)
H (1.02, -4.86, -2.38)
C (-4.52, 3.41, -4.39)
O (-4.98, 3.13, -3.27)
N (-3.40, 3.06, -4.88)
N (-5.15, 4.19, -5.21)
H (-3.06, 3.42, -5.76)
H (-2.74, 2.54, -4.33)
H (-6.11, 4.47, -5.02)
H (-4.72, 4.43, -6.09)
C (-3.41, -1.74, -3.30)
O (-3.17, -1.53, -4.47)
N (-3.20, -2.95, -2.82)
N (-4.06, -1.02, -2.39)
H (-3.43, -3.35, -1.92)
H (-2.47, -3.42, -3.34)
H (-4.17, -0.04, -2.57)
H (-3.57, -1.23, -1.53)
C (1.04, -3.60, 4.62)
O (1.12, -4.14, 5.68)
N (1.54, -4.09, 3.56)
N (0.36, -2.50, 4.45)
H (1.32, -3.58, 2.71)
H (2.18, -4.87, 3.60)
H (-0.33, -2.29, 5.15)
H (0.81, -1.81, 3.87)
C (8.20, -1.44, 1.75)
O (8.88, -1.56, 0.75)
N (7.53, -0.34, 1.90)
N (8.14, -2.17, 2.78)
H (6.94, -0.16, 2.70)
H (7.65, 0.38, 1.21)
H (7.44, -2.00, 3.49)
H (8.81, -2.92, 2.88)

These are the Löwdin partial charges, in e, on atoms 1 to 4: -0.279 0.470 -0.314 -0.337


[6]
# C8H32N12O8

A 8-piece molecular cluster, C8H32N12O8 overall at a distorted geometry (the ωB97M-V functional and the def2-TZVPD basis, the OMol25 dataset).

Properties
net charge	+1
2S+1	2
HOMO (spin up / spin down)	-11.15 / -11.15	eV
expectation value of S²	0.7619
frontier orbital gap (spin up / spin down)	8.6 / 2.6	eV

CARTESIAN COORDINATES (ANGSTROEM)
C (16.79, -11.83, -28.20)
O (16.08, -12.89, -28.77)
H (17.42, -12.16, -27.37)
H (17.44, -11.24, -28.84)
H (16.06, -11.15, -27.76)
H (15.56, -13.24, -28.04)
C (12.97, -6.35, -32.18)
O (13.60, -6.94, -31.09)
H (13.02, -7.00, -33.05)
H (11.94, -6.07, -31.99)
H (13.48, -5.43, -32.47)
H (13.60, -6.20, -30.48)
C (19.26, -12.85, -30.89)
O (19.78, -13.54, -30.01)
N (17.99, -12.62, -30.97)
N (19.95, -12.22, -31.81)
H (17.43, -13.08, -30.27)
H (17.62, -12.06, -31.72)
H (20.95, -12.37, -31.81)
H (19.61, -11.46, -32.38)
C (11.81, -11.10, -33.74)
O (11.52, -10.18, -34.47)
N (12.76, -11.90, -33.98)
N (11.16, -11.46, -32.76)
H (13.01, -12.54, -33.24)
H (13.37, -11.68, -34.75)
H (11.10, -12.38, -32.36)
H (10.43, -10.78, -32.55)
C (16.01, -9.43, -31.64)
O (16.91, -10.05, -32.17)
N (14.84, -9.31, -32.12)
N (16.13, -8.84, -30.52)
H (14.66, -9.70, -33.04)
H (14.14, -8.69, -31.74)
H (15.39, -8.25, -30.17)
H (16.99, -9.05, -30.02)
C (19.05, -9.10, -28.88)
O (18.28, -8.16, -28.95)
N (19.73, -9.53, -27.86)
N (19.40, -9.73, -29.97)
H (19.52, -9.12, -26.96)
H (20.16, -10.44, -27.91)
H (20.09, -10.45, -29.84)
H (18.80, -9.62, -30.77)
C (18.11, -12.01, -34.66)
O (19.18, -11.50, -34.40)
N (17.93, -12.86, -35.61)
N (16.98, -11.77, -34.10)
H (18.71, -13.23, -36.14)
H (17.01, -13.25, -35.66)
H (16.92, -11.00, -33.45)
H (16.25, -12.41, -34.37)
C (17.37, -5.36, -26.97)
O (18.56, -5.12, -26.92)
N (16.49, -4.58, -26.36)
N (16.76, -6.41, -27.51)
H (15.56, -4.95, -26.26)
H (16.82, -3.78, -25.84)
H (15.75, -6.45, -27.53)
H (17.27, -7.06, -28.08)

These are the natural (NBO) partial charges, in e, on atoms 1 to 4: -0.269 -0.742 0.169 0.177


[7]
# C8H32N16O8

A 8-piece molecular cluster, C8H32N16O8 overall at a distorted geometry (the ωB97M-V functional and the def2-TZVPD basis, the OMol25 dataset).

Properties
energy above the lowest of the compared OMol25 structures with the same formula, charge and spin	8.092	eV
2S+1	1
HOMO	-8.98	eV
frontier orbital gap	9.4	eV

CARTESIAN COORDINATES (ANGSTROEM)
N (-1.01, 0.45, 5.30)
C (-1.40, -0.53, 4.50)
N (-0.54, -0.60, 3.54)
O (-2.15, -1.44, 4.72)
H (-1.67, 0.45, 6.06)
H (-0.68, 1.34, 4.95)
H (-0.76, -1.39, 2.96)
H (0.32, -0.06, 3.50)
N (1.03, -0.74, -1.40)
C (0.44, 0.15, -0.70)
N (0.96, 0.26, 0.53)
O (-0.56, 0.73, -0.97)
H (1.80, -1.16, -0.89)
H (0.67, -0.76, -2.34)
H (1.63, -0.42, 0.86)
H (0.33, 0.65, 1.22)
N (-2.13, -2.25, 0.31)
C (-1.73, -2.97, 1.24)
N (-2.52, -3.92, 1.27)
O (-0.82, -2.78, 2.00)
H (-1.54, -1.53, -0.09)
H (-2.81, -2.56, -0.38)
H (-3.14, -4.21, 0.53)
H (-2.43, -4.43, 2.13)
N (4.32, -1.06, -2.21)
C (5.04, -2.01, -2.64)
N (6.23, -1.97, -2.02)
O (4.76, -2.71, -3.57)
H (4.79, -0.22, -1.93)
H (3.55, -0.82, -2.82)
H (6.89, -2.69, -2.26)
H (6.30, -1.33, -1.24)
N (-2.62, 2.40, 0.56)
C (-2.26, 3.67, 0.59)
N (-3.33, 4.23, 1.10)
O (-1.22, 4.25, 0.47)
H (-3.59, 2.12, 0.60)
H (-1.87, 1.82, 0.22)
H (-4.10, 3.57, 1.11)
H (-3.34, 5.20, 1.37)
N (-1.02, 4.80, -3.93)
C (-0.81, 3.51, -3.83)
N (-1.46, 3.22, -2.76)
O (-0.23, 2.81, -4.65)
H (-1.64, 5.27, -3.29)
H (-0.79, 5.14, -4.85)
H (-1.39, 2.31, -2.32)
H (-1.88, 4.01, -2.29)
N (-3.40, -0.63, -3.37)
C (-2.09, -0.84, -3.28)
N (-1.41, -0.12, -4.15)
O (-1.68, -1.69, -2.47)
H (-3.92, -1.26, -2.79)
H (-3.73, 0.09, -4.00)
H (-1.80, 0.47, -4.87)
H (-0.41, -0.19, -4.05)
N (4.38, -1.48, 3.84)
C (3.22, -1.34, 3.47)
N (2.41, -2.05, 4.20)
O (2.85, -0.76, 2.51)
H (5.06, -0.86, 3.41)
H (4.61, -2.31, 4.37)
H (2.83, -2.54, 4.98)
H (1.47, -2.32, 3.96)

These are the natural (NBO) partial charges, in e, on atoms 1 to 4: -0.842 0.749 -0.871 -0.677


[8]
# C8H32O8

A 8-piece molecular cluster, C8H32O8 overall at a distorted geometry (the ωB97M-V functional and the def2-TZVPD basis, the OMol25 dataset).

Properties
energy above the lowest of the compared OMol25 structures with the same formula, charge and spin	5.034	eV
2S+1	1
HOMO	-9.99	eV
frontier orbital gap	10.3	eV

CARTESIAN COORDINATES (ANGSTROEM)
C (-1.38, -1.96, 6.00)
O (-0.30, -1.46, 5.27)
H (-1.90, -1.07, 6.35)
H (-2.07, -2.37, 5.26)
H (-1.16, -2.75, 6.71)
H (-0.62, -0.87, 4.59)
C (-2.12, -2.34, -5.23)
O (-1.86, -3.00, -4.02)
H (-1.55, -2.86, -5.99)
H (-3.18, -2.33, -5.52)
H (-1.89, -1.28, -5.23)
H (-0.91, -3.02, -3.89)
C (-4.34, 5.14, -1.04)
O (-3.18, 5.17, -0.23)
H (-4.35, 4.22, -1.63)
H (-5.27, 5.16, -0.47)
H (-4.38, 5.94, -1.78)
H (-2.50, 5.56, -0.79)
C (3.23, -5.10, -2.08)
O (2.92, -4.15, -3.09)
H (4.22, -5.04, -1.63)
H (2.57, -5.01, -1.21)
H (3.08, -6.08, -2.55)
H (3.37, -4.38, -3.91)
C (-6.76, 1.20, 4.23)
O (-7.92, 0.40, 3.95)
H (-6.94, 2.25, 4.02)
H (-6.42, 1.12, 5.27)
H (-5.93, 0.83, 3.62)
H (-8.71, 0.76, 4.35)
C (-0.28, 0.51, -0.20)
O (-0.94, 1.15, 0.88)
H (-1.00, 0.40, -1.01)
H (0.56, 1.12, -0.53)
H (0.03, -0.47, 0.14)
H (-1.28, 2.00, 0.57)
C (6.18, 1.93, -3.44)
O (6.25, 2.36, -4.76)
H (6.90, 2.42, -2.77)
H (5.19, 1.91, -2.99)
H (6.41, 0.87, -3.51)
H (5.41, 2.10, -5.14)
C (5.21, 0.43, 2.21)
O (6.39, -0.22, 1.84)
H (5.18, 0.55, 3.29)
H (5.25, 1.45, 1.82)
H (4.39, -0.20, 1.86)
H (6.38, -1.00, 2.39)

These are the natural (NBO) partial charges, in e, on atoms 1 to 4: -0.245 -0.729 0.161 0.155